C34H52ClGeMgN7O3P2 | ωB97M-V/def2-TZVPD

Each line ends with the Löwdin charge.
CARTESIAN COORDINATES (ANGSTROEM)
Mg  -1.655  0.352  0.441  0.207
C  1.465  4.965  2.258  -0.154
N  1.116  3.744  1.557  -0.306
C  1.449  3.829  0.145  -0.140
P  -0.485  3.194  1.850  0.348
O  -0.588  1.950  1.002  -0.352
O  -1.460  4.309  1.711  -0.315
P  -2.913  2.107  -2.093  0.736
O  -2.797  1.037  -0.980  -0.558
N  -3.635  3.471  -1.301  -0.386
C  -4.320  3.316  -0.029  -0.145
C  -2.967  4.748  -1.422  -0.196
N  -4.270  1.457  -3.002  -0.407
C  -4.695  2.319  -4.075  -0.229
C  -5.392  0.925  -2.260  -0.178
N  -0.382  2.765  3.483  -0.298
C  -1.613  2.878  4.255  -0.137
C  0.325  1.523  3.755  -0.131
H  2.549  5.126  2.198  0.067
H  1.181  4.874  3.306  0.068
H  0.959  5.846  1.839  0.073
H  2.530  3.982  0.031  0.067
H  0.937  4.663  -0.358  0.086
H  1.167  2.902  -0.350  0.057
H  -4.630  2.281  0.108  0.058
H  -5.212  3.960  0.009  0.067
H  -3.666  3.581  0.809  0.061
H  -2.338  4.747  -2.316  0.040
H  -2.338  4.965  -0.548  0.051
H  -3.697  5.565  -1.526  0.060
H  -3.820  2.731  -4.584  0.045
H  -5.306  3.169  -3.721  0.062
H  -5.291  1.760  -4.808  0.060
H  -5.021  0.343  -1.417  0.064
H  -5.997  0.271  -2.903  0.064
H  -6.055  1.719  -1.875  0.068
H  -2.123  3.799  3.981  0.063
H  -1.364  2.907  5.323  0.067
H  -2.288  2.032  4.078  0.049
H  1.254  1.509  3.186  0.045
H  -0.267  0.640  3.484  0.056
H  0.570  1.471  4.822  0.075
C  3.748  1.396  1.567  -0.157
C  3.245  0.011  1.937  -0.184
N  2.166  -0.368  1.061  0.091
C  2.041  0.112  -0.190  -0.329
N  0.949  -0.216  -0.841  -0.164
C  0.726  0.368  -2.159  -0.142
C  2.045  0.436  -2.911  -0.139
C  3.034  1.273  -2.121  -0.165
N  3.030  0.895  -0.723  -0.033
C  4.116  1.399  0.093  -0.171
H  4.625  1.664  2.162  0.111
H  2.957  2.131  1.750  0.090
H  2.878  -0.019  2.963  0.111
H  4.068  -0.715  1.868  0.110
H  1.225  -0.702  1.359  0.090
H  0.259  1.356  -2.064  0.106
H  0.007  -0.279  -2.654  0.121
H  1.904  0.875  -3.900  0.113
H  2.433  -0.580  -3.037  0.103
H  2.787  2.340  -2.210  0.116
H  4.051  1.138  -2.511  0.117
H  4.334  2.419  -0.239  0.109
H  5.026  0.802  -0.075  0.118
Cl  -2.896  -0.347  2.369  -0.190
C  -0.126  -0.983  -0.187  -0.346
Ge  0.306  -2.795  -0.133  0.891
C  -1.153  -4.017  -0.688  -0.260
C  -2.267  -3.477  -1.327  -0.097
C  -3.306  -4.291  -1.764  -0.100
C  -3.241  -5.665  -1.575  -0.128
C  -2.137  -6.220  -0.938  -0.122
C  -1.109  -5.398  -0.495  -0.115
C  0.872  -3.543  1.639  -0.256
C  0.297  -2.974  2.779  -0.108
C  0.661  -3.392  4.053  -0.101
C  1.619  -4.386  4.216  -0.130
C  2.202  -4.963  3.096  -0.124
C  1.825  -4.544  1.823  -0.132
C  1.841  -3.198  -1.340  -0.244
C  1.620  -3.580  -2.665  -0.107
C  2.661  -3.666  -3.582  -0.117
C  3.960  -3.361  -3.192  -0.132
C  4.204  -2.982  -1.878  -0.113
C  3.155  -2.905  -0.969  -0.124
H  -2.309  -2.401  -1.469  0.089
H  -4.170  -3.849  -2.247  0.094
H  -4.050  -6.302  -1.915  0.084
H  -2.084  -7.292  -0.780  0.084
H  -0.261  -5.839  0.021  0.089
H  -0.446  -2.186  2.665  0.068
H  0.195  -2.936  4.920  0.094
H  1.910  -4.708  5.210  0.083
H  2.953  -5.738  3.213  0.084
H  2.295  -5.002  0.957  0.088
H  0.608  -3.805  -2.988  0.097
H  2.459  -3.962  -4.605  0.089
H  4.774  -3.417  -3.906  0.084
H  5.214  -2.738  -1.563  0.088
H  3.359  -2.600  0.053  0.088

Properties
HOMO level = -0.5 eV
LUMO = 4.189 eV
net charge = -2
gap between HOMO and LUMO = 4.7 eV
ΔE to the lowest compared entry with this formula, charge and spin = 0.0 kcal per mole